Entry 1:
The following is a DFT calculation (ωB97M-V/def2-TZVPD) of a structure of composition C8H28N4O12 at a distorted geometry.

Total charge: 0
Energy relative to the best compared isomer or geometry (same formula, charge and spin) (kcal per mole): 200.41
Calculated total energy (eV): -39258.218
HOMO-LUMO gap (eV): 8.9

```
52
Properties=species:S:1:pos:R:3:lowdin_charge:R:1
C -18.9033 -5.6786 -24.6071 -0.139
O -19.2767 -7.0222 -24.1811 -0.137
H -17.8586 -5.6204 -24.3018 0.040
H -19.0698 -5.5221 -25.6728 0.083
H -19.5380 -4.9682 -24.0772 0.081
H -18.9834 -7.0959 -23.2700 0.060
C -13.3269 -2.1178 -21.7939 -0.055
O -13.1440 -3.0287 -22.8236 -0.109
H -12.3158 -2.0444 -21.3932 0.102
H -13.7968 -1.1764 -22.0785 0.112
H -13.8526 -2.6110 -20.9763 0.101
H -12.5803 -3.7862 -22.6502 0.166
C -14.4918 -0.8183 -26.4778 -0.053
O -14.7019 -2.0598 -25.7318 -0.309
H -13.4878 -0.9514 -26.8807 0.075
H -15.0846 -0.7273 -27.3880 0.084
H -14.5172 0.0153 -25.7760 0.070
H -13.8747 -2.3557 -25.3448 -0.262
C -11.6770 -2.4179 -25.4152 -0.034
O -12.9558 -2.6672 -24.9087 -0.077
H -11.6061 -1.3745 -25.7221 0.096
H -10.9852 -2.4833 -24.5754 0.097
H -11.3934 -3.0849 -26.2293 0.073
H -12.9235 -2.9771 -24.0006 -0.099
C -14.3929 -4.0806 -27.0852 0.032
N -13.2350 -4.9398 -27.2001 -0.377
O -13.2447 -6.1820 -27.0746 0.051
O -12.1474 -4.4231 -27.4822 0.012
H -15.2805 -4.6063 -27.4371 0.115
H -14.3800 -3.3809 -27.9209 0.125
H -14.4774 -3.6665 -26.0805 0.064
C -17.6269 -2.1512 -27.0315 -0.004
N -18.2649 -2.2603 -28.3481 -0.388
O -19.4494 -1.8904 -28.5368 0.033
O -17.5969 -2.5828 -29.3214 0.044
H -17.2915 -1.1314 -26.8428 0.091
H -16.7636 -2.8093 -26.9328 0.066
H -18.3648 -2.4149 -26.2738 0.102
C -15.2964 -3.1589 -23.8709 0.028
N -16.4977 -3.8700 -24.3352 -0.315
O -16.7831 -3.7838 -25.5344 -0.015
O -17.1830 -4.2920 -23.4216 0.039
H -15.6033 -2.1132 -23.8486 0.089
H -14.3775 -3.3686 -24.4183 0.086
H -15.1878 -3.3629 -22.8057 0.107
C -16.5514 0.3280 -23.9514 0.057
N -17.6587 -0.2487 -24.7966 -0.381
O -17.7090 -1.4682 -24.8220 0.001
O -18.4268 0.5262 -25.3429 0.111
H -16.1157 1.2466 -24.3444 0.102
H -15.7376 -0.3894 -24.0573 0.048
H -16.8509 0.3748 -22.9044 0.110
```

Entry 2:
The following is a DFT calculation (ωB97M-V/def2-TZVPD) of a cluster of 3 separate species, C8H28O13P5 in total at a distorted geometry.

Total charge: -1
Energy relative to the best compared isomer or geometry (same formula, charge and spin) (kcal per mole): 141.87
Calculated total energy (eV): -81807.741
HOMO-LUMO gap (eV): 2.5

```
54
Properties=species:S:1:pos:R:3:lowdin_charge:R:1
O -1.7391 -2.0699 -1.9043 -0.390
P -1.1298 -0.7464 -2.3206 0.390
O 0.4390 -0.5182 -1.7411 -0.242
O -1.1094 -0.7287 -4.0254 -0.236
P -2.4289 0.9557 -1.7697 0.834
C -4.1007 0.4696 -2.4771 -0.684
C -4.7667 1.4270 -3.5809 -0.276
O -6.0819 0.8544 -3.7488 -0.407
P -6.4304 -0.3880 -2.5592 0.341
O -5.0496 -0.0064 -1.5178 -0.410
H 1.0150 -1.2436 -2.0437 0.057
H -1.3519 0.1673 -4.3133 0.034
H -2.4638 1.0388 -0.3371 -0.078
H -3.8588 -0.4398 -3.1188 0.071
H -4.2323 1.1845 -4.5494 0.102
H -4.7174 2.5202 -3.3366 0.095
H -7.6177 -0.8328 -3.2672 -0.071
H -5.7735 -1.4680 -3.2668 -0.022
H -6.7970 -1.4113 -1.5701 -0.073
H -7.1475 0.5515 -1.7188 -0.035
C 4.6057 -0.3639 0.3069 -0.131
O 4.2115 -1.7371 0.2617 -0.259
P 5.1085 -2.6856 -0.8463 0.693
O 4.1641 -2.3756 -1.9973 -0.270
O 4.6656 -4.0547 -0.0709 -0.280
C 3.2843 -4.2972 0.1679 -0.106
O 6.1664 -3.6022 -1.8333 -0.241
C 7.4127 -3.9664 -1.2289 -0.145
H 3.9806 0.1507 1.0363 0.076
H 5.6485 -0.2861 0.6230 0.076
H 4.4749 0.1044 -0.6715 0.086
H 2.6475 -3.8204 -0.5776 0.087
H 3.0166 -3.9395 1.1637 0.085
H 3.1174 -5.3745 0.1335 0.090
H 7.2463 -4.5762 -0.3366 0.079
H 7.9794 -3.0703 -0.9629 0.076
H 7.9894 -4.5458 -1.9496 0.086
C -1.9598 1.8200 5.4784 -0.137
O -0.9014 1.7752 4.5185 -0.259
P -1.0332 2.9312 3.2550 0.687
O -1.8746 2.0573 2.3411 -0.267
O 0.5575 2.7764 2.9202 -0.276
C 1.0568 1.4805 2.6348 -0.116
O -1.1018 4.3102 2.2417 -0.234
C -0.6085 5.5249 2.8173 -0.143
H -1.7697 1.0613 6.2375 0.085
H -1.9885 2.7990 5.9625 0.075
H -2.9193 1.6142 4.9982 0.086
H 0.2934 0.8258 2.2129 0.091
H 1.4600 1.0362 3.5475 0.082
H 1.8680 1.5791 1.9119 0.080
H 0.4441 5.4216 3.0957 0.079
H -1.1986 5.7921 3.6979 0.076
H -0.7015 6.3197 2.0776 0.087
```

Entry 3:
The following is a DFT calculation (ωB97M-V/def2-TZVPD) of an isolated molecule of C8H2N4 at a distorted geometry.

Total charge: 0
Calculated total energy (eV): -14280.762
Multiplicity: 3
HOMO-LUMO gap (spin up / spin down) (eV): 10.1 / 8.0

```
14
Properties=species:S:1:pos:R:3:lowdin_charge:R:1
C 0.2598 -0.0927 1.9304 -0.191
C -1.6030 -0.5569 0.6315 -0.196
C 1.2940 1.5467 -0.3034 -0.154
C -1.1289 1.4721 -0.9904 -0.165
C 0.4974 -1.3190 -0.1200 -0.075
C 0.6467 -0.9477 -1.3360 0.145
C -0.2175 -0.1450 0.6603 -0.414
C -0.0167 1.0390 -0.3090 -0.170
N 0.7896 -0.0808 2.9455 0.244
N -2.6381 -0.9854 0.5698 0.239
N 2.3932 1.9134 -0.2348 0.237
N -2.0418 1.8665 -1.6057 0.246
H 0.5670 -2.3424 0.3540 0.163
H 1.1984 -1.3678 -2.1922 0.091
```

Entry 4:
The following is a DFT calculation (ωB97M-V/def2-TZVPD) of a structure of composition C8H30O7 at a distorted geometry.

Total charge: 0
Energy relative to the best compared isomer or geometry (same formula, charge and spin) (kcal per mole): 270.99
Calculated total energy (eV): -23102.930
HOMO-LUMO gap (eV): 9.3

```
45
Properties=species:S:1:pos:R:3:lowdin_charge:R:1
C 1.2376 1.0298 3.0080 -0.160
O 2.3790 1.8664 3.3578 -0.116
H 0.3000 1.5242 3.2618 0.086
H 1.2822 0.7493 1.9556 0.006
H 1.2306 0.1067 3.5875 0.105
H 2.3245 2.6477 2.8026 0.050
C 1.1447 0.2875 0.2562 -0.182
O 0.4984 -0.9229 0.6066 -0.217
H 1.0215 0.3683 -0.8238 0.044
H 0.7538 1.1608 0.7784 0.036
H 2.1941 0.0800 0.4654 0.136
H 0.6380 -1.5605 -0.0973 -0.238
C -2.1017 -2.2161 -0.2464 0.006
C -1.7075 -2.8740 -1.6490 -0.389
C -1.8108 -1.9789 -2.9237 -0.021
O -0.4402 -3.4362 -1.7490 -0.002
H -1.2440 -1.6528 0.1214 0.051
H -2.4343 -2.9994 0.4347 0.087
H -2.8965 -1.4742 -0.3229 0.083
H -2.4726 -3.6029 -1.9164 0.129
H -2.1871 -1.0275 -2.5477 0.073
H -2.6102 -2.3148 -3.5841 0.078
H -0.8834 -1.7719 -3.4579 0.083
H -0.3669 -4.2265 -1.2090 0.151
C -0.5811 3.2814 0.8119 -0.009
C 0.6422 3.1037 -0.1245 -0.489
C 0.5094 2.1589 -1.3395 -0.069
O 0.9094 4.3551 -0.6338 -0.031
H -0.3735 4.1325 1.4604 0.087
H -0.6522 2.4034 1.4539 0.042
H -1.4991 3.4038 0.2370 0.089
H 1.4904 2.6803 0.4135 0.118
H 1.3287 1.4777 -1.5692 0.063
H 0.3168 2.6887 -2.2724 0.090
H -0.2585 1.3971 -1.2048 0.082
H 1.8693 4.3446 -0.6224 0.099
O -0.7599 0.5744 2.2005 -0.143
H -0.1777 0.1370 1.5792 -0.022
H -1.6160 0.1737 2.0502 0.077
O 0.5740 -3.0112 0.7408 -0.030
H 0.5692 -2.5048 -0.0714 -0.099
H 1.3443 -2.6976 1.2146 0.080
O 0.8149 -1.7599 -1.1393 0.098
H 1.5107 -1.7117 -1.7948 0.172
H 0.1897 -2.3893 -1.4988 -0.083
```

Look up the calculated total energy of the second one.
-81807.741 eV

Which of these has the lowest total charge?
C8H28O13P5